DFT (wB97M-V/def2-TZVPD) results for C32H38BrClF5GeO3RuSe2 as an isolated structure.

Geometry (Å):
Ru  -0.6401  0.5637  1.4818
Cl  -1.8768  4.6945  7.3909
C  -1.3057  3.9211  5.9442
C  -0.7125  4.6898  4.9366
C  -0.2497  4.0956  3.7894
C  -0.3614  2.7062  3.5894
O  0.1313  2.1808  2.5032
C  -0.9785  1.9370  4.6117
C  -1.1827  0.5152  4.5438
O  -0.9417  -0.2598  3.6130
C  -1.4343  2.5703  5.7847
H  -0.6227  5.7595  5.0717
H  0.2081  4.6816  3.0042
H  -1.6208  0.0777  5.4546
H  -1.8983  1.9757  6.5619
C  0.0522  -2.5506  -6.0076
C  0.2500  -3.1302  -4.6072
C  1.6593  -3.7326  -4.5247
C  -0.7902  -4.2392  -4.3955
C  0.0969  -2.0675  -3.5198
C  0.1486  -2.4440  -2.1812
C  0.0201  -1.4869  -1.2070
Br  0.1352  -2.0386  0.6255
C  -0.1507  -0.1168  -1.4690
O  -0.2936  0.7415  -0.4638
C  -0.1945  0.2766  -2.8173
C  -0.0715  -0.7198  -3.7898
C  -0.3861  1.7184  -3.3162
C  0.8163  2.0990  -4.1950
C  -0.5059  2.7865  -2.2270
C  -1.6748  1.7780  -4.1515
H  0.1375  -3.3496  -6.7454
H  0.8087  -1.8001  -6.2449
H  -0.9345  -2.0970  -6.1184
H  1.7887  -4.4991  -5.2917
H  1.8388  -4.1957  -3.5533
H  2.4173  -2.9622  -4.6761
H  -0.7162  -4.9808  -5.1932
H  -1.8007  -3.8272  -4.4015
H  -0.6425  -4.7573  -3.4475
H  0.2843  -3.4787  -1.8961
H  -0.1147  -0.4075  -4.8234
H  1.7418  2.0606  -3.6176
H  0.6913  3.1165  -4.5712
H  0.9245  1.4354  -5.0525
H  0.3828  2.8341  -1.5988
H  -1.3633  2.6075  -1.5850
H  -0.6380  3.7569  -2.7120
H  -1.6322  1.1277  -5.0259
H  -1.8425  2.7990  -4.5013
H  -2.5364  1.4778  -3.5500
C  0.9161  -3.2151  4.0729
Ge  2.8587  -2.9664  4.0651
C  3.4905  -2.2674  5.7791
C  3.7374  -4.6603  3.6418
C  3.3119  -1.6607  2.6519
Se  2.3065  -0.0138  2.8834
C  3.0864  0.9910  1.4149
H  0.5999  -3.7554  4.9660
H  0.6062  -3.7970  3.2025
H  0.3899  -2.2609  4.0470
H  3.1953  -2.9244  6.5972
H  3.0739  -1.2767  5.9619
H  4.5778  -2.1854  5.7813
H  3.5014  -5.4025  4.4048
H  4.8202  -4.5429  3.6013
H  3.3995  -5.0393  2.6772
H  3.0747  -2.0770  1.6715
H  4.3747  -1.4202  2.6835
H  4.1044  1.2873  1.6541
H  2.4634  1.8728  1.2729
H  3.0715  0.3810  0.5132
F  -4.3071  4.6780  -2.6656
C  -4.0607  3.7554  -1.7375
C  -3.3087  4.0744  -0.6241
F  -2.8207  5.3092  -0.4847
C  -3.0397  3.1021  0.3217
F  -2.2854  3.4554  1.3632
C  -3.5163  1.7986  0.2007
Se  -3.1865  0.4848  1.5443
C  -4.2774  1.5147  -0.9241
F  -4.7663  0.2873  -1.1094
C  -4.5457  2.4699  -1.8883
F  -5.2659  2.1597  -2.9673

Forces on atoms 1 to 6 (eV/Å):
Ru 0.1365 -0.0859 0.3096
Cl -0.0033 0.0155 0.0103
C -0.0223 -0.0633 0.0248
C 0.0325 -0.0092 -0.0762
C -0.0010 0.1023 0.0738
C 0.0298 -0.1453 0.0933

Computed properties:
Energy relative to the best compared isomer or geometry (same formula, charge and spin) = 0.0 kJ/mol
Net charge = 0
Spin multiplicity = 6
Calculated total energy = -325884.332 eV

DFT (wB97M-V/def2-TZVPD) results for one molecule with the formula C2H5NO3.

Geometry (Å):
N  -0.7225  -1.7518  0.2087
O  0.2581  -0.8047  0.1454
C  -0.3482  0.3342  -0.4490
C  0.6763  1.4430  -0.3358
O  1.2766  1.9734  -1.2870
O  1.1576  1.6840  0.9271
H  -0.1684  -2.6390  -0.4761
H  -1.1216  -1.9843  1.1219
H  -0.7240  0.1067  -1.6148
H  -1.0226  0.7126  0.4042
H  0.7386  0.9258  1.3553

Forces on atoms 1 to 6 (eV/Å):
N 0.8686 -4.7905 -4.2647
O 0.7324 1.2854 0.5129
C -0.8804 0.9012 -0.3146
C 4.5301 1.5356 -3.3659
O -2.4724 -1.1138 2.2740
O -1.5458 -0.9044 -1.0623

Computed properties:
Energy relative to the best compared isomer or geometry (same formula, charge and spin) = 433.8 kJ/mol
SMILES = NOCC(=O)O
Net charge = 0
Calculated total energy = -9783.694 eV

DFT (wB97M-V/def2-TZVPD) results for one molecule with the formula C6H6N2.

Geometry (Å):
C  -0.4031  -1.2905  -0.7169
C  0.3726  -0.1581  -0.5674
C  1.7940  -0.0607  -0.2388
C  1.8063  1.0156  0.6769
N  0.4629  1.4155  0.9782
C  -0.4676  0.7088  0.1820
N  -1.7476  0.3673  0.2710
C  -1.8666  -0.8827  -0.3756
H  -0.5817  -1.9637  -1.6277
H  2.6558  -0.3965  -0.9878
H  2.5365  1.4608  1.3240
H  0.1366  2.0644  1.8542
H  -2.4376  -0.6800  -1.1317
H  -2.2605  -1.6002  0.3598

Forces on atoms 1 to 6 (eV/Å):
C -3.2338 0.3381 -4.4318
C 0.2344 -4.4721 0.3156
C 1.5293 3.0813 -1.3091
C -2.0596 -1.7755 -0.7204
N -1.5154 2.7053 2.2141
C -0.6036 -0.4453 2.2903

Computed properties:
Energy relative to the best compared isomer or geometry (same formula, charge and spin) = 340.9 kJ/mol
SMILES = C1=c2cc[nH]c2=NC1
Net charge = 0
Calculated total energy = -9295.211 eV

DFT (wB97M-V/def2-TZVPD) results for a 2-piece molecular cluster, C2H2O2S overall.

Geometry (Å):
O  -1.3728  -1.1799  -0.0078
C  -1.4141  -0.8564  1.1008
S  -1.7644  -0.4401  2.5530
C  1.1947  0.7082  -0.9222
O  1.0508  -0.3686  -0.3832
H  1.3756  0.5599  -1.9581
H  0.9301  1.5770  -0.3824

Forces on atoms 1 to 6 (eV/Å):
O 0.2845 0.0639 0.5869
C -0.9887 -0.4576 -1.3469
S 0.3679 0.2547 0.7753
C -0.9916 -3.2471 0.3296
O 0.5442 0.3482 0.8324
H 0.6372 1.3739 -1.4659

Computed properties:
Energy relative to the best compared isomer or geometry (same formula, charge and spin) = 40.6 kJ/mol
SMILES = O=C=S.C=O
Net charge = 0
Calculated total energy = -17035.604 eV